{"formula": "C30H59F9N18O12PS", "method": "ωB97M-V with the def2-TZVPD basis set", "charge": 1, "lumo_energy_ev": -4.56, "homo_lumo_gap_ev": 5.44, "de_lowest_kj_mol": 74.39, "symbols": ["C", "C", "C", "C", "N", "C", "C", "N", "C", "C", "C", "C", "C", "O", "O", "C", "C", "C", "C", "N", "C", "C", "F", "F", "F", "C", "P", "S", "N", "C", "O", "C", "F", "F", "C", "F", "F", "C", "F", "F", "C", "O", "O", "H", "H", "H", "H", "H", "H", "H", "H", "H", "H", "H", "H", "H", "H", "H", "H", "H", "H", "H", "H", "H", "H", "H", "H", "H", "H", "H", "H", "H", "H", "H", "C", "O", "N", "N", "H", "H", "H", "H", "C", "O", "N", "N", "H", "H", "H", "H", "C", "O", "N", "N", "H", "H", "H", "H", "C", "O", "N", "N", "H", "H", "H", "H", "C", "O", "N", "N", "H", "H", "H", "H", "C", "O", "N", "N", "H", "H", "H", "H", "C", "O", "N", "N", "H", "H", "H", "H"], "xyz": [[4.75471, -3.82446, 0.59686], [3.78104, -2.63323, 0.57750], [4.42405, -1.38681, -0.05116], [3.80539, -0.05733, 0.37210], [2.77608, 0.52000, -0.55593], [1.96976, -0.35087, -1.21815], [1.00396, -1.03978, -0.50280], [0.84462, -0.87917, 0.88500], [0.48246, 0.48506, 1.33386], [1.02508, 0.71470, 2.73710], [0.50412, 2.04588, 3.28741], [0.21414, -1.91623, -1.17646], [-0.80307, -2.68058, -0.32945], [-0.37717, -3.61368, 0.30593], [-2.09428, -2.33658, -0.36918], [-2.34523, -0.96667, -0.03413], [-3.39759, -0.34644, -0.93952], [-4.62449, -1.23482, -1.10502], [-5.35646, -1.47971, 0.23132], [-5.52188, -2.89822, 0.58270], [0.34852, -2.12863, -2.56690], [-0.63514, -3.11627, -3.17288], [-1.86517, -2.69034, -2.91948], [-0.47210, -4.29183, -2.59141], [-0.55143, -3.28921, -4.48220], [1.30062, -1.45517, -3.21464], [1.63738, -1.72017, -5.02310], [2.37384, -3.50439, -5.24866], [2.06925, -0.56415, -2.53707], [3.08659, 0.24936, -3.22958], [4.22662, -0.11324, -3.28496], [2.65823, 1.60380, -3.89202], [3.76464, 2.18801, -4.30106], [1.86851, 1.47030, -4.96715], [1.95352, 2.54758, -2.89095], [1.04323, 1.90745, -2.13339], [2.89322, 3.00655, -2.06091], [1.22939, 3.77261, -3.52507], [1.93432, 4.30314, -4.51701], [1.14600, 4.69220, -2.56209], [-0.23523, 3.51251, -3.99987], [-0.93834, 4.47509, -4.17641], [-0.67786, 2.24119, -4.25172], [5.77462, -3.52240, 0.80843], [4.39953, -4.57721, 1.29159], [4.71116, -4.30415, -0.37911], [3.50393, -2.41601, 1.61020], [2.92689, -2.97422, -0.00356], [5.45742, -1.36654, 0.28902], [4.47057, -1.53031, -1.13081], [3.36539, -0.10132, 1.35900], [4.58441, 0.69224, 0.45613], [3.15949, 1.23785, -1.15108], [1.62116, -1.25776, 1.40785], [-0.59554, 0.59217, 1.43706], [0.81569, 1.27512, 0.66211], [0.63639, -0.06793, 3.38860], [2.11176, 0.69026, 2.77455], [-0.54805, 1.96852, 3.55519], [1.04082, 2.35475, 4.17793], [0.63709, 2.80885, 2.52219], [-1.45926, -0.34688, -0.11332], [-2.69198, -0.89219, 0.99555], [-2.95608, -0.15300, -1.92351], [-3.64304, 0.62809, -0.51862], [-4.33887, -2.16537, -1.58568], [-5.30970, -0.70338, -1.76418], [-4.87628, -0.97463, 1.06153], [-6.35467, -1.05675, 0.16270], [-4.67394, -3.25402, 1.00257], [-5.73444, -3.41245, -0.26119], [2.58019, -0.79299, -5.49536], [0.44430, -1.54109, -5.74802], [-1.01253, 1.84826, -3.43537], [4.00116, 3.06073, 1.70193], [3.29964, 2.11658, 2.04434], [4.58186, 3.90932, 2.58228], [4.24397, 3.32546, 0.38022], [5.16201, 4.68032, 2.30929], [4.41660, 3.74029, 3.55921], [3.80553, 2.71091, -0.26563], [4.81544, 4.07685, 0.03949], [0.89061, 4.99070, 3.26516], [1.52615, 4.66003, 4.25355], [-0.43152, 5.31987, 3.30241], [1.45161, 5.05709, 2.01838], [-0.95440, 5.59343, 2.48733], [-0.88982, 5.28100, 4.19269], [2.42338, 4.82320, 1.94089], [0.94050, 5.32167, 1.19713], [-4.67524, 2.43477, 1.78484], [-5.10542, 1.29439, 1.80638], [-5.48594, 3.52497, 1.91330], [-3.34044, 2.71802, 1.63313], [-5.15416, 4.46988, 1.90195], [-6.46751, 3.35385, 2.02888], [-2.71575, 1.94041, 1.54427], [-2.96491, 3.64785, 1.61643], [-2.47185, 5.62763, -0.39899], [-1.85383, 5.28138, 0.60044], [-3.79327, 5.95651, -0.36023], [-1.88364, 5.71219, -1.62730], [-4.31829, 6.24461, -1.16386], [-4.25249, 5.90919, 0.52980], [-0.90943, 5.48558, -1.68708], [-2.36646, 5.99581, -2.45906], [-6.32836, -6.34951, 0.73882], [-6.55567, -5.61784, -0.21345], [-5.84363, -5.86869, 1.92193], [-6.54241, -7.69651, 0.70666], [-5.65211, -6.44614, 2.71798], [-5.69364, -4.87744, 1.98320], [-6.90750, -8.07784, -0.14506], [-6.36360, -8.32012, 1.47716], [8.42274, 4.63109, 1.79299], [7.44837, 4.03363, 1.35557], [8.47806, 5.99429, 1.86711], [9.53218, 3.97986, 2.24216], [9.26684, 6.49957, 2.22291], [7.68012, 6.50632, 1.54359], [9.52352, 2.97819, 2.20248], [10.34168, 4.44556, 2.60490], [-5.19772, -10.97238, 0.83437], [-5.77683, -10.32350, 1.69267], [-4.80840, -12.26356, 1.03938], [-4.89215, -10.45755, -0.39330], [-4.33250, -12.81620, 0.35294], [-5.01865, -12.66922, 1.93191], [-5.15673, -9.50611, -0.57142], [-4.41796, -10.97340, -1.10894]], "forces_ev_per_a": [[-0.7348, 0.0716, -0.5309], [0.7801, -0.1988, -0.0026], [-0.2216, -0.4651, 0.3175], [0.0624, -0.0367, -0.0498], [0.6762, -0.3228, -0.7473], [0.4808, 0.4129, 1.2395], [0.0789, -0.6274, 0.9573], [-0.5289, 0.6832, -0.4521], [0.2597, -0.0863, 0.9663], [-0.4883, 0.1164, 0.5027], [0.2673, -0.4985, -0.2840], [-1.2133, -0.4175, 0.0352], [0.3946, -1.4399, 1.0508], [-0.4219, 0.8114, -0.9099], [0.7751, 0.0919, 0.3732], [-0.8426, 1.2454, -0.2923], [0.3673, -0.5342, -0.3372], [-0.2199, 0.9263, 0.3994], [-0.2324, -0.8213, -0.0218], [0.0522, 0.7234, 0.0991], [-0.9316, -0.7049, 0.8519], [0.0570, -0.1046, 0.0919], [-0.5537, 0.2289, -0.1083], [0.0719, -0.4830, 0.1591], [0.1190, 0.1947, -0.4444], [0.2723, 1.1942, -2.1178], [0.8070, -2.4946, -0.8158], [0.0895, 0.4324, 0.1391], [0.5363, 0.8296, -0.5506], [1.6338, -0.9287, -0.7350], [-1.5814, 0.4906, 0.1722], [-0.2669, 0.2424, 0.3765], [0.6950, 0.2886, -0.0275], [-0.4194, -0.7015, -0.0303], [-0.2289, 0.8298, -0.6070], [-0.4700, -0.2247, 0.0248], [0.5076, 0.2609, 0.1208], [-0.5872, -0.4895, -0.0747], [0.3772, -0.1410, -0.4830], [-0.0363, 0.3248, 0.6417], [-1.8586, 1.1464, -0.5714], [1.2478, -1.2358, 0.2320], [0.7556, 0.4066, 0.2390], [0.1090, -0.0682, 0.1895], [0.1781, -0.0610, 0.2811], [0.3650, -0.0350, -0.1514], [-0.2678, 0.0948, -0.0072], [-0.4606, 0.1891, 0.2362], [0.1476, 0.0851, 0.0044], [0.0544, 0.2518, -0.1533], [0.0253, -0.1217, 0.1083], [-0.0760, 0.1672, -0.1441], [0.2571, -0.2552, 0.1512], [0.0024, -0.0867, 0.0882], [-0.2365, -0.2661, -0.2533], [0.2560, -0.0183, -0.0864], [0.0286, -0.3378, -0.0464], [-0.2673, -0.0535, -0.0616], [-0.1876, 0.0251, -0.1051], [0.0813, 0.0075, -0.0443], [-0.0742, 0.0000, 0.1248], [0.3624, -0.2300, 0.0018], [0.1254, -0.4068, 0.1750], [0.0785, -0.0262, -0.1080], [-0.2086, 0.0373, 0.1395], [-0.0293, -0.1828, 0.0032], [-0.0160, -0.1332, -0.2639], [0.0554, 0.1618, 0.0417], [-0.0854, 0.1719, 0.0321], [0.1871, -0.1502, -0.3402], [-0.0687, -0.5666, 0.2652], [-0.4719, 0.5797, 0.4425], [0.0668, 0.7087, 0.3915], [-0.1761, -0.0953, 0.0427], [0.4865, 0.1610, 0.2485], [0.3524, 0.4939, -0.2006], [-0.3589, -0.0147, 0.1171], [-0.0778, 0.1204, 0.1051], [0.2519, -0.1821, -0.0886], [-0.1251, 0.0707, 0.0117], [-0.0313, 0.1676, -0.0003], [0.2070, -0.0732, 0.1404], [-0.0842, 0.3679, 0.1303], [0.0574, 0.2094, -0.1158], [-0.0705, 0.0145, 0.0804], [0.1809, 0.0558, -0.1810], [0.0307, -0.0989, -0.0517], [0.0413, 0.0058, 0.0651], [-0.0004, 0.0615, 0.0801], [-0.1479, 0.0181, 0.0687], [0.4687, -0.0603, 0.0504], [0.0676, 0.0710, -0.0775], [-0.2056, 0.0945, -0.0714], [-0.3773, -0.1032, -0.0661], [0.0271, -0.1102, 0.1354], [-0.0145, -0.0013, 0.0300], [0.0338, -0.0188, 0.1134], [0.1927, 0.1559, -0.0646], [-0.2823, 0.3232, -0.6491], [0.1663, -0.1447, 0.2983], [0.1715, -0.1187, 0.1527], [-0.0499, -0.1362, 0.3774], [-0.0069, -0.0033, -0.0218], [0.0002, 0.1193, -0.1052], [0.0212, 0.0831, -0.0444], [0.0027, -0.0013, -0.0157], [-0.1097, -0.0435, 0.1139], [0.0772, -0.1155, -0.2186], [0.1668, 0.0967, 0.0225], [0.1227, 0.1563, -0.0508], [-0.0427, -0.0723, -0.0328], [-0.1998, 0.0702, -0.0056], [-0.1890, 0.0460, 0.0324], [0.0276, -0.1570, -0.1196], [0.2327, 0.0567, 0.0693], [-0.1903, 0.1577, -0.0622], [-0.1205, -0.0706, -0.0198], [-0.0831, -0.0645, -0.0441], [0.0187, -0.0140, 0.0119], [0.0232, 0.0433, -0.0249], [0.0036, -0.0138, 0.0065], [-0.0016, 0.0297, -0.0004], [0.1027, -0.0599, -0.0928], [-0.0055, -0.0516, 0.0790], [-0.0287, -0.0026, 0.0920], [-0.0799, 0.0715, 0.0113], [-0.0026, 0.0175, -0.0300], [-0.0139, 0.0011, 0.0072], [0.0815, 0.0504, 0.0375], [0.0024, -0.0397, 0.0170]], "lowdin_charge": [-0.0880, -0.2472, -0.1639, -0.1228, 0.1032, -0.1913, -0.1436, 0.0754, -0.1933, -0.2355, -0.0963, 0.0593, -0.4262, 0.1988, 0.0423, -0.1627, -0.1750, -0.1723, -0.2597, 0.0073, -0.0168, -0.6187, 0.1908, 0.2083, 0.1065, -0.2516, 0.4532, 0.2444, 0.1129, -0.2414, 0.2522, -0.3895, 0.2035, 0.1491, -0.3440, 0.1596, 0.1473, -0.3815, 0.1963, 0.1644, -0.3458, 0.1910, 0.1104, 0.0735, 0.0756, 0.0760, 0.1104, 0.0990, 0.1172, 0.1073, 0.0887, 0.1162, 0.0860, 0.1106, 0.0915, 0.1111, 0.1182, 0.0718, 0.0785, 0.0759, 0.0471, 0.0897, 0.1374, 0.1005, 0.1036, 0.1021, 0.1089, 0.0785, 0.1066, 0.0563, 0.0487, -0.0029, 0.0155, 0.1248, -0.6542, 0.0108, 0.1888, 0.1840, 0.0914, 0.1227, 0.0411, 0.1060, -0.7090, 0.0148, 0.1739, 0.1679, 0.0525, 0.1086, 0.0595, 0.0843, -0.6624, 0.0326, 0.1590, 0.1743, 0.0744, 0.1085, 0.0785, 0.0544, -0.6440, -0.0075, 0.1755, 0.1743, 0.1070, 0.0893, 0.0767, 0.1017, -0.6743, 0.0048, 0.1566, 0.1523, 0.0954, 0.0670, 0.0967, 0.0633, -0.6751, -0.0024, 0.1537, 0.1580, 0.0980, 0.0996, 0.1062, 0.0986, -0.6666, 0.0107, 0.1540, 0.1578, 0.0946, 0.1056, 0.0815, 0.0954]}